Below is C34H31Br2FeN10 as an isolated structure in a non-equilibrium geometry, with properties calculated with wB97M-V/def2-TZVPD.

Geometry as ORCA input:
```
! wB97M-V def2-TZVPD RIJCOSX def2/J DEFGRID3
* xyz 4 2
Fe -0.045 -0.158 -0.005
C -0.217 0.152 4.289
C -0.624 0.042 2.958
N 0.269 -0.072 1.980
C 1.580 -0.050 2.320
C 1.956 0.051 3.649
N 1.061 0.144 4.629
C 2.513 -0.087 1.170
C 3.893 0.031 1.208
C 4.607 0.082 0.004
C 3.898 0.010 -1.201
C 2.519 -0.110 -1.167
N 1.867 -0.174 0.001
C 1.592 -0.109 -2.322
C 1.974 -0.061 -3.653
N 1.085 0.005 -4.639
C -0.195 0.039 -4.306
C -0.608 -0.022 -2.973
N 0.279 -0.110 -1.988
C 6.083 0.250 0.007
C 6.697 1.071 -0.942
C 8.078 1.228 -0.908
N 8.733 0.573 0.021
C 8.245 -0.219 0.945
C 6.866 -0.399 0.964
H -0.948 0.245 5.084
H -1.671 0.047 2.684
H 2.998 0.064 3.945
H 4.410 0.137 2.152
H 4.423 0.051 -2.145
H 3.018 -0.074 -3.943
H -0.920 0.114 -5.107
H -1.657 0.002 -2.705
H 6.133 1.623 -1.683
H 8.630 1.863 -1.594
H 8.926 -0.701 1.639
H 6.441 -1.066 1.703
Br -6.565 1.402 -0.045
C -4.789 0.888 -0.031
C -4.425 -0.456 -0.021
C -3.087 -0.774 -0.013
N -2.084 0.122 -0.012
C -2.449 1.427 -0.021
C -3.770 1.835 -0.031
C -1.330 2.393 -0.021
C -1.518 3.762 -0.024
C -0.414 4.608 -0.023
Br -0.631 6.446 -0.026
C 0.853 4.032 -0.020
C 0.956 2.659 -0.018
N -0.103 1.834 -0.018
H -5.172 -1.238 -0.021
H -2.815 -1.817 -0.007
H -4.029 2.882 -0.040
H -2.508 4.193 -0.025
H 1.744 4.644 -0.019
H 1.937 2.208 -0.016
C -0.848 -4.538 -1.182
C -0.692 -3.003 -1.213
N -0.018 -2.479 0.009
C -0.669 -2.983 1.251
C -0.799 -4.521 1.261
N -0.127 -5.044 0.029
C 1.307 -4.610 -0.003
C 1.349 -3.063 0.000
H -0.412 -5.014 -2.058
H -1.885 -4.856 -1.097
H -1.660 -2.529 -1.341
H -0.079 -2.713 -2.064
H -1.642 -2.521 1.378
H -0.051 -2.662 2.087
H -1.833 -4.857 1.234
H -0.314 -4.971 2.126
H -0.165 -6.066 0.037
H 1.757 -5.036 -0.897
H 1.798 -5.040 0.869
H 1.873 -2.708 -0.885
H 1.883 -2.709 0.880
*
```

Values from the calculation:
Strongest force on any atom, eV/A: 2.85
Orbital gap (spin up / spin down), Eh: 0.1822 / 0.1656
ΔE to the lowest compared entry with this formula, charge and spin, kJ/mol: 39.16